(1)
Density functional theory data (wB97M-V/def2-TZVPD) for 21 unconnected molecules or ions with the total composition C9H58N2O22 in a non-equilibrium geometry.

Summary:
Orbital gap   8.67 eV
HOMO level   -9.5 eV
LUMO level   -0.85 eV
Energy   -2142.38593 Eh
Energy above the lowest of the compared OMol25 structures with the same formula, charge and spin   0.0000 eV

Geometry as ORCA input:
```
! RIJCOSX wB97M-V def2-TZVPD def2/J DEFGRID3
* xyz 0 1
O 10.87640 14.62711 10.37660
O 9.58928 10.98572 8.62264
C 11.25132 13.48137 10.26577
C 10.59036 10.56899 9.20383
N 11.41518 9.66287 8.65027
N 10.60366 12.45693 10.82151
C 12.46381 13.18258 9.44573
C 11.31592 8.97041 7.35793
C 9.09795 10.20670 14.07818
C 9.65234 8.67183 11.17575
C 10.25539 10.29654 13.04803
C 10.81205 10.97940 10.66156
C 9.82179 10.17920 11.54556
H 12.24299 9.45301 9.12919
H 9.69956 12.67371 11.15632
H 12.23586 12.62470 8.57304
H 13.10146 12.57480 10.02974
H 13.01378 14.10452 9.25893
H 10.46967 8.31932 7.39057
H 12.19164 8.36243 7.29474
H 11.29615 9.65194 6.55171
H 8.98473 9.19798 14.38956
H 8.18281 10.47656 13.56869
H 9.26951 10.77385 14.94061
H 8.83273 8.54953 10.49171
H 9.49129 8.07286 12.13502
H 10.61360 8.44959 10.76728
H 10.98450 9.55128 13.26978
H 10.66807 11.30089 13.18657
H 11.89405 10.70859 10.94785
H 8.85835 10.66089 11.44146
O 15.11456 8.10191 6.43011
H 16.11471 8.20660 6.18788
H 14.58536 8.80288 5.94521
O 13.96889 10.41463 5.27458
H 13.91629 11.26293 5.82041
H 13.80636 10.61873 4.27247
O 9.75810 16.32767 11.99465
H 10.46421 17.05364 11.80308
H 9.98870 15.56723 11.32715
O 8.74676 13.54833 15.60314
H 9.49371 13.56326 14.94668
H 8.78472 14.47089 16.07226
O 13.27824 6.22662 7.60426
H 13.82580 5.85264 8.33747
H 13.95439 6.93194 7.20844
O 10.17379 7.48486 16.15831
H 10.12874 7.24433 15.15260
H 11.07412 8.09335 16.29320
O 10.40361 15.51115 7.60383
H 9.51820 15.53633 8.11994
H 11.05146 15.70656 8.36937
O 6.37887 10.93345 10.71212
H 6.84399 10.14090 10.30236
H 5.50644 10.59010 11.18912
O 8.75901 6.44985 7.29890
H 8.62663 5.86193 6.51083
H 8.17633 7.31595 7.25389
O 14.47275 10.21693 8.71292
H 14.14983 9.89110 9.62631
H 14.66371 9.37995 8.17092
O 15.40659 15.22369 9.11035
H 14.51592 15.65366 9.27064
H 15.71462 14.92958 10.05775
O 12.85368 16.77450 9.37056
H 13.04506 16.63019 10.38942
H 11.95453 17.30082 9.40868
O 6.90529 6.55066 12.84873
H 6.56220 5.78728 13.40118
H 6.44089 7.38544 13.27764
O 13.68333 10.50439 13.28068
H 13.74778 9.51599 13.65932
H 13.36073 11.00697 14.12476
O 9.59460 6.01435 13.81886
H 10.03396 6.01874 12.90914
H 8.68958 6.20788 13.57768
O 11.70411 13.65557 6.02232
H 11.41796 14.30467 6.75971
H 11.08560 12.84390 6.15182
O 7.56804 7.96608 16.54423
H 7.06984 7.99878 15.69256
H 8.53989 7.72641 16.31965
O 13.57822 8.94349 10.73298
H 13.57116 9.69673 11.45010
H 13.87488 8.02704 11.18599
O 10.76610 5.72839 8.88993
H 10.06055 6.33029 8.37172
H 11.70894 6.05088 8.50435
O 9.53563 11.90852 6.04309
H 9.59668 11.16053 5.36149
H 9.54055 11.41246 6.91761
*
```

These are the Löwdin partial charges, in e, on atoms 1 to 4:
1. O 0.008
2. O 0.046
3. C -0.489
4. C -0.446

(2)
Density functional theory data (wB97M-V/def2-TZVPD) for a single C9H5BrN2O2S molecule in a non-equilibrium geometry.

Summary:
Orbital gap (spin up / spin down)   5.82 / 5.82 eV
HOMO level (spin up / spin down)   -8.8 / -8.8 eV
LUMO level (spin up / spin down)   -2.96 / -2.96 eV
Energy   -3577.94409 Eh
Energy above the lowest of the compared OMol25 structures with the same formula, charge and spin   1.5161 eV

Geometry as ORCA input:
```
! RIJCOSX wB97M-V def2-TZVPD def2/J DEFGRID3
* xyz 0 1
C 4.98366 0.22594 -0.22606
C -0.93925 -0.13958 1.02387
C -1.27310 0.85852 0.06296
C 0.37151 -0.59893 1.21882
C -0.21739 1.33889 -0.74694
C 1.31477 -0.09516 0.45653
C 1.08957 0.86278 -0.59188
C 2.77884 -0.66736 0.52898
C 3.66306 0.46180 0.28984
N 6.00226 -0.19852 -0.57322
N 3.47591 1.65394 1.02918
O 2.52428 1.72470 1.75488
O 4.30425 2.53935 0.79070
S 2.37279 1.41990 -1.61251
Br 2.96314 -2.02545 -0.77052
H -1.78684 -0.52171 1.49718
H -2.21110 1.28589 -0.08232
H 0.74840 -1.12462 2.03759
H -0.25236 2.13664 -1.51590
H 2.88441 -1.06387 1.49830
*
```

These are the Löwdin partial charges, in e, on atoms 1 to 4:
1. C -0.216
2. C -0.029
3. C -0.035
4. C -0.052

(3)
Density functional theory data (wB97M-V/def2-TZVPD) for 2 unconnected molecules or ions with the total composition C9H5Cl3N2O in a non-equilibrium geometry.

Summary:
Orbital gap (spin up / spin down)   7.13 / 7.14 eV
HOMO level (spin up / spin down)   -7.8 / -7.8 eV
LUMO level (spin up / spin down)   -0.70 / -0.70 eV
Energy   -1911.22113 Eh

Geometry as ORCA input:
```
! RIJCOSX wB97M-V def2-TZVPD def2/J DEFGRID3
* xyz 0 1
C 2.54435 -0.46148 0.82413
C 2.61390 0.80476 0.33583
C 1.47342 -1.34198 0.64790
C 1.52083 1.19967 -0.44339
C 0.31446 -0.88019 -0.00008
C 0.31475 0.44638 -0.53516
C -0.86987 -1.68363 -0.29115
C -2.66817 0.56477 0.91792
C -2.00189 0.08646 -1.08985
N -1.91112 -1.21620 -0.82649
N -0.79334 0.90166 -1.23947
O -2.72001 -0.25295 1.77609
Cl -0.78044 -3.32687 0.06928
Cl -2.55053 2.22626 1.14751
Cl -3.38262 0.73254 -1.94647
H 3.39385 -0.89630 1.47048
H 3.54899 1.34451 0.32791
H 1.40066 -2.16925 1.39863
H 1.50478 2.14138 -0.97008
H -0.95202 1.78046 -1.57352
*
```

These are the Löwdin partial charges, in e, on atoms 1 to 4:
1. C -0.118
2. C -0.076
3. C -0.048
4. C 0.000

(4)
Density functional theory data (wB97M-V/def2-TZVPD) for a molecular structure, C9H5F3N2SZr in a non-equilibrium geometry.

Summary:
Orbital gap   3.80 eV
HOMO level   -23.3 eV
LUMO level   -19.48 eV
Energy   -1197.83206 Eh

Geometry as ORCA input:
```
! RIJCOSX wB97M-V def2-TZVPD def2/J DEFGRID3
* xyz 4 1
C -0.69277 2.87602 -1.03393
C -0.91820 1.48350 -1.43653
C -0.06342 0.36890 -0.64772
C 1.34779 0.00289 -1.28393
C 2.30455 -1.02220 -0.61883
N 3.61281 -1.39613 -1.09457
S 4.08155 -2.50264 0.14768
N 2.73623 -2.55284 1.22470
C 1.73177 -1.65029 0.71793
C 0.34533 -1.33809 1.38489
C -0.59585 -0.27983 0.66071
C -1.98479 0.03298 1.39585
F -2.42625 -1.23662 1.97900
F -1.84464 0.90953 2.47253
F -3.08770 0.47407 0.51048
H -0.32238 3.69529 -1.73793
H -0.86175 3.18982 0.06489
H -1.67193 1.17068 -2.23108
H 1.65465 0.51766 -2.25974
H -0.01347 -1.80025 2.36378
Zr -3.33154 -0.94246 -0.57819
*
```

These are the Löwdin partial charges, in e, on atoms 1 to 4:
1. C 0.267
2. C -0.046
3. C -0.064
4. C 0.245

(5)
Density functional theory data (wB97M-V/def2-TZVPD) for 2 unconnected molecules or ions with the total composition C9H5FN2 in a non-equilibrium geometry.

Summary:
Orbital gap (spin up / spin down)   9.30 / 6.06 eV
HOMO level (spin up / spin down)   -9.6 / -8.7 eV
LUMO level (spin up / spin down)   -0.32 / -2.60 eV
Energy   -555.13054 Eh
Energy above the lowest of the compared OMol25 structures with the same formula, charge and spin   2.4090 eV

Geometry as ORCA input:
```
! RIJCOSX wB97M-V def2-TZVPD def2/J DEFGRID3
* xyz 0 1
C 1.03586 -2.66186 0.30863
C 1.97324 -1.97628 -1.73329
C -1.70172 2.07637 0.53503
C -1.34795 1.25630 1.60934
C -1.18674 1.92463 -0.71972
C -0.43459 0.18072 1.34584
C -0.24191 0.94414 -0.96707
C 0.07746 0.24019 0.10347
C 2.18919 -2.33585 -0.39357
N 0.00811 -2.82014 0.82757
N 1.66371 -1.72432 -2.81493
F 3.39168 -2.25105 0.19492
H -2.38755 2.90107 0.47360
H -1.74194 1.34497 2.63575
H -1.52452 2.54909 -1.58016
H -0.07481 -0.53004 2.08745
H 0.30249 0.88208 -1.91286
*
```

These are the Löwdin partial charges, in e, on atoms 1 to 4:
1. C -0.164
2. C -0.158
3. C -0.113
4. C -0.053

(6)
Density functional theory data (wB97M-V/def2-TZVPD) for a single C9H5N3 molecule in a non-equilibrium geometry.

Summary:
Orbital gap   8.71 eV
HOMO level   -9.6 eV
LUMO level   -0.90 eV
SMILES string   N#Cc1nncc2ccccc12
Energy   -510.14981 Eh
Energy above the lowest of the compared OMol25 structures with the same formula, charge and spin   0.8444 eV

Geometry as ORCA input:
```
! RIJCOSX wB97M-V def2-TZVPD def2/J DEFGRID3
* xyz 0 1
N 1.08484 -3.05306 2.53353
C 1.27664 -2.03480 2.01242
C 1.68374 -0.87611 1.27466
N 2.90121 -0.46028 1.31122
N 3.33806 0.68555 0.67900
C 2.52945 1.43791 -0.06301
C 1.10743 1.16477 -0.06326
C 0.15430 2.17472 -0.50231
C -1.21528 1.86807 -0.27641
C -1.58018 0.83852 0.54140
C -0.65605 -0.13982 0.88603
C 0.65413 0.05110 0.70140
H 2.91913 2.31495 -0.62620
H 0.39539 2.93080 -1.24266
H -2.04929 2.42557 -0.72562
H -2.53118 0.56676 0.95322
H -1.01634 -0.89864 1.60259
*
```

These are the Löwdin partial charges, in e, on atoms 1 to 4:
1. N 0.182
2. C -0.150
3. C -0.224
4. N 0.071